No. 1
Molecular formula: C5H7I
Method: DFT, wB97M-V/def2-TZVPD

Geometry as XYZ:
```
13
Properties=species:S:1:pos:R:3:forces:R:3:mulliken_charge:R:1
C -0.26411 2.54379 -0.01890 -0.31 -1.42 -0.11 0.0592
C -0.22168 1.35540 -0.13313 0.77 -0.99 -0.24 -0.9737
C -0.79896 -1.03061 -0.92610 0.82 -2.27 2.73 -1.0347
C 0.63682 -0.53052 1.19850 -1.87 1.87 -0.13 -1.3142
C 0.17230 -0.05361 -0.20554 0.80 -0.44 -0.73 0.6272
I 1.93945 -0.08770 -1.62620 -0.13 0.13 0.60 0.0262
H -0.42398 3.54714 0.05230 -0.23 2.02 0.17 0.5219
H -1.78440 -0.65869 -0.94852 -1.36 0.48 0.51 0.3370
H -0.59606 -1.24736 -1.96140 0.55 -0.19 -0.06 0.3760
H -0.74833 -2.03084 -0.22732 -0.41 2.22 -2.21 0.2089
H 0.60861 -1.55877 1.37576 0.04 -1.78 -0.32 0.4064
H 1.57105 -0.15642 1.51386 1.16 0.58 -0.03 0.3885
H -0.09071 -0.09182 1.90670 0.15 -0.20 -0.18 0.3714
```
Positions in Å, forces in eV/Å.

max |F| = 3.6 eV Å⁻¹
E_LUMO = 0.02 eV
multiplicity = 1
Kohn-Sham gap = 9.2650 eV
energy relative to the best compared isomer or geometry (same formula, charge and spin) = 23.85 kcal per mole
SMILES string = C#CC(C)(C)I

***

No. 2
Molecular formula: C5H7I
Method: DFT, wB97M-V/def2-TZVPD

Geometry as XYZ:
```
13
Properties=species:S:1:pos:R:3:forces:R:3:mulliken_charge:R:1
C 0.57838 1.47692 -1.22590 -0.15 -2.41 0.48 -0.6941
C -1.98241 0.52738 1.23224 -1.19 0.13 -1.19 -0.5937
C 0.26875 0.30320 -0.71064 -4.85 1.20 2.01 0.5638
C -1.73092 0.71361 -0.05874 3.27 -1.33 0.22 -0.3701
C 0.80740 -0.92624 -0.11747 2.18 -1.29 -1.65 -1.0661
I -2.94770 1.43984 -1.51920 -0.37 0.37 -0.30 0.1305
H 1.50769 1.54113 -1.72208 0.98 0.92 -0.45 0.2891
H -0.22014 2.16788 -1.11719 0.15 1.15 -0.77 0.2996
H -2.92045 0.73125 1.78148 0.61 -0.01 -0.52 0.2979
H -1.24521 -0.07695 1.67695 0.87 -0.36 1.19 0.2294
H 1.64603 -1.30966 -0.82632 -0.73 0.89 1.27 0.3451
H 1.22360 -0.72811 0.87731 0.02 -0.02 -0.28 0.2714
H 0.23397 -1.85852 -0.06676 -0.78 0.75 0.00 0.2972
```
Positions in Å, forces in eV/Å.

max |F| = 5.4 eV Å⁻¹
E_LUMO = 0.68 eV
multiplicity = 1
Kohn-Sham gap = 9.3125 eV
energy relative to the best compared isomer or geometry (same formula, charge and spin) = 64.62 kcal per mole

***

No. 3
Molecular formula: C5H7IN2
Method: DFT, wB97M-V/def2-TZVPD

Geometry as XYZ:
```
15
Properties=species:S:1:pos:R:3:forces:R:3:lowdin_spin:R:1
C -0.54355 1.45303 0.64639 1.60 1.17 -0.68 0.0634
C -0.00838 -1.41348 0.81799 0.87 1.05 4.24 0.0726
C 0.12322 1.37955 -0.53698 -0.66 -1.23 3.03 0.2089
C -1.02240 -1.35081 0.01283 -2.91 0.38 -2.16 0.1889
C 1.21961 0.48157 -0.88353 -1.04 1.38 -1.63 0.0397
N -0.06399 0.81838 1.73732 -1.82 -1.57 0.38 0.6781
N 0.30288 -0.35354 1.77459 1.57 -2.00 -1.31 0.6523
I -1.60042 -3.09382 -1.02022 0.16 0.44 0.06 0.0501
H -1.38875 2.07700 0.83033 -0.18 0.78 -0.07 0.0012
H 0.47820 -2.34071 1.05433 0.42 -0.02 0.00 -0.0037
H -0.22209 2.04225 -1.20528 -1.30 1.93 -2.89 0.0170
H -1.64644 -0.45478 -0.21131 0.66 -1.13 0.33 0.0118
H 1.76116 0.14826 -0.09181 1.89 -0.52 2.31 0.0041
H 1.78098 1.01008 -1.60968 1.12 0.16 -0.71 0.0023
H 0.82997 -0.40297 -1.31498 -0.37 -0.82 -0.91 0.0133
```
Positions in Å, forces in eV/Å.

max |F| = 4.4 eV Å⁻¹
E_LUMO (alpha / beta) = 0.48 / -1.80 eV
multiplicity = 3
Kohn-Sham gap (alpha / beta) = 7.3333 / 7.3433 eV
energy relative to the best compared isomer or geometry (same formula, charge and spin) = 12.23 kcal per mole

***

No. 4
Molecular formula: C5H7IN5
Method: DFT, wB97M-V/def2-TZVPD

Geometry as XYZ:
```
18
Properties=species:S:1:pos:R:3:forces:R:3:lowdin_spin:R:1
C -3.51679 -0.02559 0.17039 -0.83 1.98 -0.31 0.2202
C -1.58652 -1.22352 -0.36035 -3.59 -0.10 0.10 0.2396
C -2.72749 1.19794 0.42481 -0.04 -3.35 -0.88 0.0483
C -1.27087 1.00626 0.26889 -2.01 -1.33 0.14 0.1573
C -3.20747 2.24424 0.96306 -0.10 3.83 1.30 0.2862
N -2.96071 -1.11383 -0.19990 3.56 -3.41 -1.32 0.0687
N -0.82489 -0.18041 -0.13277 2.55 0.85 -0.37 0.1309
N -0.45046 1.91746 0.61293 3.21 1.71 0.09 0.1797
N -0.87398 3.02872 1.09824 -4.17 -2.71 -0.02 0.5549
N 1.86518 -0.33729 -0.22603 -0.10 0.14 1.49 -0.0012
I -4.24785 3.85961 1.36395 -0.12 -0.40 -0.10 0.0781
H -4.62042 -0.01940 0.06007 0.80 0.46 0.60 0.0066
H -1.07685 -2.13588 -0.74171 -0.97 0.59 0.46 0.0080
H 2.03408 0.00232 -1.18889 1.01 -0.90 0.65 0.0000
H -0.20764 3.71078 1.16225 2.32 2.17 0.11 0.0240
H 2.30205 -1.28316 0.17043 -1.34 2.57 -1.89 0.0000
H 0.65945 -0.17161 -0.26263 -0.04 -1.34 0.85 -0.0011
H 2.15160 0.41430 0.44737 -0.13 -0.74 -0.90 0.0000
```
Positions in Å, forces in eV/Å.

max |F| = 5.1 eV Å⁻¹
E_LUMO (alpha / beta) = -4.95 / -5.51 eV
multiplicity = 3
charge = +1
Kohn-Sham gap (alpha / beta) = 4.8001 / 6.9821 eV
energy relative to the best compared isomer or geometry (same formula, charge and spin) = 0.00 kcal per mole

***

No. 5
Molecular formula: C5H7INS
Method: DFT, wB97M-V/def2-TZVPD

Geometry as XYZ:
```
15
Properties=species:S:1:pos:R:3:forces:R:3:mulliken_charge:R:1
C 3.31202 -0.21871 0.44290 -2.18 -0.97 1.06 0.0362
C 0.37631 -0.60706 0.98891 -3.46 -0.26 -0.34 0.1695
C 3.11734 0.55036 -0.52313 -0.54 0.98 -1.51 -0.2918
C -2.68405 -0.02922 0.04777 1.28 1.51 0.18 -1.0488
C -1.34433 0.33633 -0.64613 -0.09 0.56 -0.81 -0.3714
N -0.12130 -0.03695 0.02066 1.47 1.80 -0.80 -0.2398
S 1.91343 -0.93559 1.50552 3.70 -0.41 0.88 -0.0355
I 2.92114 1.57637 -2.15598 0.01 -0.01 0.26 0.5603
H 4.25773 -0.66346 0.62748 0.83 -0.36 0.52 0.3918
H -0.18448 -1.19355 1.80193 0.22 0.51 -0.51 0.2568
H -2.82056 0.51614 1.05470 0.35 -1.04 -1.58 0.2949
H -2.82183 -1.08336 0.08162 -0.30 -0.79 0.39 0.3598
H -3.34077 0.40953 -0.67332 -1.21 0.02 -0.06 0.3569
H -1.47442 1.48684 -0.87777 1.21 -2.02 0.75 0.2458
H -1.10623 -0.10766 -1.69516 -1.30 0.48 1.59 0.3154
```
Positions in Å, forces in eV/Å.

max |F| = 3.8 eV Å⁻¹
E_LUMO = -6.61 eV
multiplicity = 1
charge = +1
Kohn-Sham gap = 6.2307 eV
energy relative to the best compared isomer or geometry (same formula, charge and spin) = 96.55 kcal per mole